(1)
Entry from the Open Molecules 2025 dataset: C23H15Cl5F6N3OS3Sr as an isolated structure at a distorted geometry (wB97M-V/def2-TZVPD).

Energy relative to the best compared isomer or geometry (same formula, charge and spin) = 17.0 kcal per mole
Energy = -142877.7517 eV
Frontier orbital gap = 6.79 eV
Total charge = -1
HOMO = -4.7 eV

Each line ends with the Mulliken charge.
Cartesian coordinates (Å):
1 Sr -0.248 -0.209 -0.160  3.33
2 C 1.712 2.549 2.633  -0.97
3 C 2.397 1.233 2.525  0.53
4 N 2.221 0.366 1.590  0.34
5 C 3.005 -0.750 1.748  -0.02
6 C 3.791 -0.737 2.859  -0.64
7 S 3.569 0.725 3.723  -0.29
8 C 2.947 -1.818 0.755  -0.66
9 C 3.810 -2.863 0.649  -0.52
10 S 3.351 -3.875 -0.656  -0.27
11 C 2.007 -2.815 -0.991  -0.06
12 N 1.942 -1.809 -0.181  0.97
13 C 1.069 -3.071 -2.113  -0.68
14 H 1.251 2.789 1.675  -0.06
15 H 2.414 3.330 2.924  0.50
16 H 0.929 2.494 3.392  0.28
17 H 4.472 -1.496 3.207  0.41
18 H 4.687 -3.080 1.236  0.43
19 H 1.285 -4.008 -2.621  0.53
20 H 1.128 -2.247 -2.827  0.14
21 H 0.048 -3.076 -1.735  0.07
22 S -0.622 -2.257 1.905  -0.54
23 C -1.120 -0.868 2.758  0.36
24 C -1.565 -0.951 4.102  -0.83
25 C -1.927 0.186 4.777  -0.16
26 C -1.864 1.422 4.125  -0.89
27 C -1.443 1.428 2.813  -0.74
28 N -1.076 0.334 2.135  0.05
29 H -1.603 -1.927 4.564  0.42
30 H -2.259 0.128 5.808  0.37
31 H -2.148 2.339 4.621  0.42
32 H -1.390 2.358 2.260  0.57
33 Cl -1.922 3.291 -0.182  -0.22
34 C -0.401 3.304 -1.028  0.69
35 C 0.344 2.131 -1.040  -1.57
36 C 1.519 2.220 -1.774  1.13
37 Cl 2.506 0.791 -1.873  -0.25
38 C 1.954 3.365 -2.439  -0.39
39 Cl 3.440 3.388 -3.323  -0.22
40 C 1.171 4.515 -2.382  0.61
41 Cl 1.669 5.951 -3.191  -0.23
42 C -0.024 4.485 -1.668  -0.40
43 Cl -1.004 5.905 -1.590  -0.23
44 C -3.416 -2.082 -2.367  -1.92
45 C -2.305 -1.053 -2.658  0.63
46 O -1.334 -0.986 -1.734  -1.65
47 C -2.997 0.333 -2.786  0.48
48 F -3.482 0.695 -1.581  -0.26
49 F -2.154 1.299 -3.181  -0.26
50 F -4.047 0.348 -3.645  -0.31
51 C -1.698 -1.423 -4.043  0.54
52 F -1.240 -2.699 -4.022  -0.27
53 F -0.654 -0.644 -4.370  -0.22
54 F -2.582 -1.357 -5.068  -0.29
55 H -3.901 -1.812 -1.430  0.41
56 H -2.964 -3.065 -2.254  0.38
57 H -4.151 -2.102 -3.171  0.41

---

(2)
Entry from the Open Molecules 2025 dataset: C23H15F9IN2O2V as an isolated structure (wB97M-V/def2-TZVPD).

Energy relative to the best compared isomer or geometry (same formula, charge and spin) = 7.6 kcal per mole
Energy = -89396.5944 eV
Frontier orbital gap (alpha / beta) = 5.38 / 5.38 eV
Total charge = +2
HOMO (alpha / beta) = -14.4 / -14.4 eV

Each line ends with the natural charge from an NBO analysis.
Cartesian coordinates (Å):
1 V -0.639 0.206 -0.032  1.48
2 C -3.483 0.767 0.267  -0.44
3 N -2.243 1.554 0.512  -0.36
4 C -2.291 2.084 1.901  -0.41
5 C -2.114 2.699 -0.430  -0.25
6 C -1.822 2.144 -1.811  -0.26
7 N -1.175 0.846 -1.577  -0.40
8 C -0.851 -0.021 -2.653  -0.09
9 C -1.452 -1.276 -2.731  0.39
10 F -2.299 -1.658 -1.770  -0.29
11 C -1.169 -2.124 -3.787  0.34
12 F -1.759 -3.304 -3.834  -0.26
13 C -0.277 -1.734 -4.766  -0.25
14 C 0.335 -0.492 -4.684  0.35
15 F 1.197 -0.109 -5.608  -0.26
16 C 0.063 0.362 -3.634  0.39
17 F 0.663 1.544 -3.541  -0.28
18 H -4.348 1.369 0.549  0.25
19 H -3.470 -0.129 0.888  0.23
20 H -3.565 0.483 -0.778  0.23
21 H -3.131 2.776 1.969  0.23
22 H -1.368 2.607 2.132  0.24
23 H -2.441 1.269 2.602  0.23
24 H -1.284 3.308 -0.073  0.24
25 H -3.018 3.309 -0.412  0.25
26 H -1.161 2.808 -2.369  0.27
27 H -2.710 1.964 -2.420  0.25
28 H -0.051 -2.397 -5.591  0.29
29 F 1.123 2.700 0.543  -0.30
30 C 1.879 1.757 -0.043  0.37
31 C 1.290 0.566 -0.422  -0.39
32 C 2.064 -0.399 -1.047  0.37
33 F 1.532 -1.575 -1.399  -0.30
34 C 3.408 -0.177 -1.294  0.27
35 F 4.143 -1.101 -1.881  -0.25
36 C 3.979 1.030 -0.911  0.34
37 F 5.251 1.251 -1.137  -0.24
38 C 3.214 2.008 -0.281  0.28
39 F 3.763 3.150 0.080  -0.25
40 I 2.758 -3.916 6.426  0.36
41 C 1.841 -2.904 4.897  -0.07
42 C 1.382 -3.616 3.778  -0.26
43 C 0.763 -2.944 2.757  -0.07
44 C 0.599 -1.543 2.848  -0.25
45 C 1.060 -0.831 3.980  -0.07
46 C 1.680 -1.512 4.994  -0.26
47 C -0.027 -0.859 1.809  0.75
48 O -0.477 -1.465 0.699  -0.57
49 O -0.249 0.438 1.766  -0.57
50 H 1.515 -4.687 3.726  0.26
51 H 0.405 -3.479 1.888  0.25
52 H 0.928 0.241 4.041  0.24
53 H 2.042 -0.985 5.864  0.26

---

(3)
Entry from the Open Molecules 2025 dataset: C23H15FeO6P as an isolated structure at a distorted geometry (wB97M-V/def2-TZVPD).

Energy = -80017.4777 eV
Frontier orbital gap (alpha / beta) = 5.93 / 4.99 eV
Total charge = +3
2S+1 = 6
HOMO (alpha / beta) = -18.1 / -18.0 eV

Each line ends with the natural charge from an NBO analysis.
Cartesian coordinates (Å):
1 O 6.060 0.834 -0.968  -0.35
2 C 5.044 1.309 -0.794  0.46
3 Fe 2.452 2.519 -0.350  0.88
4 O 3.645 5.335 -0.489  -0.24
5 C 3.234 4.260 -0.443  0.46
6 C 0.809 3.287 -0.069  0.48
7 O -0.228 3.771 0.109  -0.37
8 C 2.745 2.489 1.538  0.48
9 O 2.863 2.498 2.683  -0.30
10 C 2.133 2.561 -2.233  0.47
11 O 1.883 2.614 -3.356  -0.30
12 O 1.064 1.093 -0.152  -1.03
13 P -0.340 0.479 0.064  1.85
14 C -0.289 -0.231 -1.621  -0.33
15 C -1.378 -0.947 -2.090  -0.20
16 C -1.115 -1.685 -3.269  -0.15
17 C -0.091 -1.470 -4.074  -0.15
18 C 0.923 -0.699 -3.576  -0.13
19 C 0.791 -0.051 -2.372  -0.23
20 C 0.299 -0.484 1.483  -0.44
21 C -0.550 -1.345 2.158  -0.23
22 C -0.038 -1.804 3.395  -0.10
23 C 1.289 -1.707 3.808  -0.14
24 C 2.166 -1.003 3.023  -0.17
25 C 1.667 -0.382 1.886  -0.16
26 C -2.001 -0.247 0.320  -0.28
27 C -3.087 0.616 0.529  -0.19
28 C -4.371 0.102 0.794  0.00
29 C -4.610 -1.282 0.880  -0.09
30 C -3.592 -2.168 0.612  -0.24
31 C -2.334 -1.664 0.288  0.01
32 H -2.407 -0.969 -1.782  0.25
33 H -1.926 -2.322 -3.631  0.25
34 H 0.008 -1.967 -5.033  0.27
35 H 1.827 -0.554 -4.164  0.24
36 H 1.652 0.542 -2.074  0.18
37 H -1.623 -1.378 2.220  0.24
38 H -0.727 -2.330 4.059  0.24
39 H 1.615 -2.159 4.740  0.26
40 H 3.207 -0.891 3.305  0.25
41 H 2.373 0.231 1.322  0.19
42 H -2.956 1.694 0.468  0.24
43 H -5.205 0.785 0.947  0.27
44 H -5.596 -1.650 1.147  0.28
45 H -3.745 -3.240 0.681  0.29
46 H -1.541 -2.392 0.078  0.26

---

(4)
Entry from the Open Molecules 2025 dataset: C23H16Br2F6N9O6ReS3 as an isolated structure at a distorted geometry (wB97M-V/def2-TZVPD).

Energy relative to the best compared isomer or geometry (same formula, charge and spin) = 29.0 kcal per mole
Energy = -240825.1671 eV
Frontier orbital gap (alpha / beta) = 4.75 / 5.13 eV
Total charge = +1
2S+1 = 2
HOMO (alpha / beta) = -10.7 / -10.7 eV

Each line ends with the natural charge from an NBO analysis.
Cartesian coordinates (Å):
1 Re 0.127 0.863 -0.280  1.75
2 C 0.317 -2.174 -3.357  -0.69
3 C 0.026 -1.346 -2.159  0.42
4 N 0.792 -0.362 -1.802  -0.26
5 N 1.827 -0.043 -2.672  -0.49
6 C 3.138 0.033 -2.253  0.27
7 N 3.965 0.660 -3.088  -0.76
8 S 3.655 -0.745 -0.881  -0.21
9 C -1.185 -1.501 -1.355  0.13
10 C -2.014 -2.604 -1.380  -0.17
11 C -3.171 -2.600 -0.610  -0.11
12 C -3.493 -1.464 0.110  -0.19
13 C -2.617 -0.389 0.089  0.12
14 N -1.469 -0.417 -0.588  -0.45
15 H 1.259 -2.709 -3.219  0.29
16 H 0.431 -1.532 -4.230  0.27
17 H -0.479 -2.885 -3.554  0.24
18 H 1.521 0.596 -3.401  0.42
19 H 3.637 1.223 -3.856  0.41
20 H 4.939 0.698 -2.844  0.43
21 H -1.753 -3.468 -1.974  0.25
22 H -3.820 -3.465 -0.583  0.25
23 H -4.390 -1.412 0.709  0.26
24 H -2.839 0.512 0.639  0.24
25 Br -2.557 1.865 -4.353  0.12
26 C -2.709 2.747 -2.704  -0.09
27 C -3.796 3.588 -2.432  -0.25
28 C -3.933 4.179 -1.201  -0.04
29 Br -5.434 5.270 -0.869  0.13
30 C -2.975 3.967 -0.178  -0.14
31 C -3.009 4.494 1.132  -0.08
32 C -1.994 4.200 2.006  -0.25
33 C -0.957 3.342 1.609  0.14
34 N -0.944 2.784 0.417  -0.49
35 C -1.900 3.113 -0.478  0.19
36 C -1.739 2.512 -1.747  0.23
37 O -0.680 1.746 -1.928  -0.60
38 H -4.543 3.754 -3.195  0.26
39 H -3.835 5.122 1.433  0.25
40 H -1.987 4.610 3.005  0.25
41 H -0.142 3.098 2.276  0.24
42 N 3.180 2.738 1.955  -0.78
43 C 2.584 2.660 0.763  0.69
44 O 1.704 1.749 0.578  -0.71
45 C 2.914 3.559 -0.277  -0.54
46 C 3.901 4.550 -0.108  0.28
47 N 4.725 5.340 0.054  -0.32
48 C 2.273 3.372 -1.514  0.33
49 N 1.748 3.143 -2.520  -0.43
50 H 2.956 2.033 2.639  0.43
51 H 3.944 3.374 2.110  0.43
52 F 1.933 -3.264 1.723  -0.29
53 C 2.263 -2.331 2.608  0.78
54 F 2.168 -2.812 3.832  -0.28
55 F 3.498 -1.920 2.381  -0.28
56 S 1.122 -0.879 2.418  2.24
57 O 0.923 -0.827 0.957  -0.93
58 O 1.761 0.243 3.027  -0.92
59 N -0.172 -1.399 3.147  -1.17
60 S -1.288 -0.288 3.187  2.23
61 O -2.612 -0.811 3.191  -0.90
62 O -1.016 0.740 2.185  -1.01
63 C -1.020 0.604 4.816  0.74
64 F -0.372 -0.174 5.665  -0.29
65 F -2.184 0.964 5.336  -0.29
66 F -0.300 1.705 4.590  -0.31

---

(5)
Entry from the Open Molecules 2025 dataset: C23H16ClF9IN2O2PRu as an isolated structure at a distorted geometry (wB97M-V/def2-TZVPD).

Energy relative to the best compared isomer or geometry (same formula, charge and spin) = 29.7 kcal per mole
Energy = -88131.3149 eV
Frontier orbital gap (alpha / beta) = 4.69 / 5.31 eV
Total charge = +1
2S+1 = 2
HOMO (alpha / beta) = -11.4 / -11.4 eV

Each line ends with the natural charge from an NBO analysis.
Cartesian coordinates (Å):
1 Ru -0.247 0.716 2.359  1.19
2 C 0.295 -0.513 -3.088  -0.65
3 C -0.086 -1.506 -2.040  0.20
4 N -0.452 -2.692 -2.468  -0.36
5 C -0.632 -3.720 -1.676  0.04
6 C -0.266 -3.665 -0.337  -0.02
7 C -0.361 -4.866 0.570  -0.10
8 O -0.863 -4.526 1.842  -0.72
9 C 0.109 -2.418 0.194  -0.16
10 C 0.682 -2.393 1.531  0.25
11 N 0.677 -1.428 2.364  -0.45
12 C 1.469 -1.470 3.512  0.13
13 C 2.806 -1.881 3.439  -0.22
14 C 3.603 -1.900 4.568  -0.15
15 C 3.079 -1.532 5.797  -0.16
16 C 1.756 -1.122 5.898  -0.23
17 C 0.981 -1.070 4.759  -0.15
18 I -1.039 -0.348 4.892  0.48
19 C 0.043 -1.289 -0.645  0.30
20 O 0.204 -0.039 -0.105  -0.49
21 H 0.746 -1.071 -3.907  0.25
22 H 1.009 0.218 -2.716  0.23
23 H -0.574 0.009 -3.487  0.25
24 H -1.024 -4.617 -2.137  0.21
25 H 0.644 -5.279 0.729  0.20
26 H -0.951 -5.640 0.072  0.21
27 H -1.816 -4.667 1.874  0.49
28 H 1.223 -3.305 1.796  0.23
29 H 3.210 -2.154 2.475  0.24
30 H 4.638 -2.196 4.488  0.24
31 H 3.696 -1.558 6.678  0.24
32 H 1.343 -0.831 6.851  0.25
33 F -4.694 4.444 -5.795  -0.32
34 C -3.378 4.225 -5.884  0.97
35 F -3.197 3.345 -6.888  -0.32
36 F -2.801 5.365 -6.269  -0.31
37 C -2.798 3.681 -4.601  -0.12
38 C -3.588 2.880 -3.779  -0.17
39 C -3.028 2.283 -2.669  -0.19
40 C -1.674 2.500 -2.375  -0.06
41 C -0.908 3.369 -3.163  -0.19
42 C -1.470 3.946 -4.282  -0.17
43 C -1.048 1.703 -1.401  -0.04
44 C -0.375 0.940 -0.742  0.25
45 H -4.626 2.717 -4.021  0.24
46 H -3.617 1.648 -2.024  0.22
47 H 0.124 3.557 -2.918  0.23
48 H -0.882 4.592 -4.913  0.24
49 Cl -2.279 1.361 1.547  -0.21
50 F 2.055 0.925 1.500  -0.60
51 P 2.423 2.383 2.302  2.60
52 F 3.804 1.745 2.723  -0.55
53 F 0.839 2.832 1.887  -0.58
54 F 2.607 3.702 3.122  -0.54
55 F 2.935 2.968 0.931  -0.55
56 F 1.676 1.641 3.631  -0.59

---

Q: The highest energy belongs to which entry?
A: C23H15FeO6P

---

Q: Which of these has the highest total charge?
A: C23H15FeO6P